The following is a quantum chemistry calculation of a structure of composition C41H49BiO9PS2, from the OMol25 dataset.

Calculated values
Maximum force, eV Å⁻¹: 2.481
Kohn-Sham gap, Ha: 0.29545
Net charge: -1
HOMO, eV: -5.54
Energy relative to the best compared isomer or geometry (same formula, charge and spin), kJ/mol: 0.0

Positions of all 103 atoms, in Å:
Bi  -0.6137  0.2837  0.9931
C  -5.5059  0.3098  2.7030
C  -4.0147  0.3871  2.9056
C  -3.6755  0.4123  4.3680
O  -3.3138  -0.7337  2.3219
C  -3.4784  1.6462  2.1801
O  -4.1958  2.6105  2.0413
O  -2.2206  1.6419  1.8077
H  -5.8524  -0.6376  3.1742
H  -5.7936  0.3612  1.6530
H  -6.0660  1.1710  3.1124
H  -4.2743  -0.3380  4.9391
H  -4.0975  1.3592  4.7656
H  -2.6161  0.4443  4.5452
H  -3.9803  -1.4125  2.2323
C  2.9103  0.4457  -4.4310
C  1.5455  -0.1642  -4.2105
C  1.1184  -0.9170  -5.5005
O  0.5936  0.7817  -3.8948
C  0.6393  0.8073  -2.4249
C  0.9586  -0.6571  -1.9565
O  1.6543  -1.1328  -3.1388
C  -0.1968  -1.6776  -1.4296
O  -1.1643  -0.9907  -0.7067
C  0.5288  -2.7261  -0.5121
C  1.6743  -3.3387  -0.9812
C  2.3252  -4.2575  -0.1805
C  1.8453  -4.5990  1.0912
C  0.6629  -4.0279  1.5285
C  -0.0336  -3.0874  0.7564
C  -0.9712  -2.4536  -2.5039
C  -2.3637  -2.3743  -2.5077
C  -3.0980  -3.0660  -3.4954
C  -2.4752  -3.7956  -4.4811
C  -1.0847  -3.9099  -4.4593
C  -0.3709  -3.3121  -3.4423
C  -0.4927  1.7202  -1.7921
O  -0.1588  1.8130  -0.4085
C  -0.3146  3.1907  -2.2708
C  0.5455  4.0409  -1.5273
C  0.6087  5.3575  -1.8248
C  -0.3214  5.9168  -2.7261
C  -1.1092  5.0893  -3.5004
C  -1.0297  3.6866  -3.3294
C  -1.9334  1.4332  -2.1323
C  -2.9271  1.8779  -1.2670
C  -4.2646  1.6243  -1.5215
C  -4.6685  0.9713  -2.6810
C  -3.7025  0.5266  -3.5467
C  -2.3453  0.7326  -3.2860
H  2.9548  0.9720  -5.4098
H  3.6848  -0.3268  -4.3586
H  3.1211  1.2214  -3.6986
H  1.1870  -0.1755  -6.2882
H  0.1505  -1.4025  -5.3330
H  1.9558  -1.6308  -5.6913
H  1.4806  1.4408  -2.0793
H  1.7250  -0.7116  -1.1279
H  2.1197  -3.0399  -1.9176
H  3.3084  -4.6815  -0.5432
H  2.5195  -5.2082  1.7022
H  0.3029  -4.2429  2.5452
H  -1.0246  -2.7880  1.0441
H  -2.9195  -1.7815  -1.8448
H  -4.1594  -3.1376  -3.4408
H  -3.0508  -4.2575  -5.2556
H  -0.6784  -4.3877  -5.3775
H  0.6930  -3.4665  -3.3388
H  1.2157  3.7190  -0.6889
H  1.3231  5.9907  -1.3647
H  -0.4430  6.9475  -2.8500
H  -1.8324  5.5578  -4.1690
H  -1.6356  3.0414  -3.9336
H  -2.6618  2.5087  -0.4368
H  -5.0581  1.8928  -0.8055
H  -5.6971  0.7452  -2.8503
H  -3.9374  0.1302  -4.5154
H  -1.5337  0.4726  -3.9755
C  4.5398  -1.2202  2.4848
C  3.3442  -1.6508  3.3612
C  3.7045  -2.6374  4.4109
O  3.0160  -0.4160  4.1393
P  1.7552  0.5034  3.7436
S  0.1585  -0.5680  3.9840
S  2.0191  1.4027  1.9946
O  1.7938  1.4740  4.9566
C  2.8613  2.3318  5.5734
C  4.0724  2.6642  4.7552
C  3.2441  1.6735  6.8297
H  4.8693  -2.1299  1.9535
H  5.3135  -0.7684  3.1273
H  4.1394  -0.4607  1.7971
H  2.3969  -1.9643  2.8780
H  4.6249  -2.3611  4.9507
H  3.7823  -3.6234  3.9250
H  2.8631  -2.7133  5.1392
H  2.2915  3.2623  5.7582
H  4.7367  1.7789  4.5344
H  4.6643  3.4310  5.2840
H  3.6943  3.0871  3.7787
H  3.8865  0.7865  6.6877
H  2.4061  1.3190  7.4732
H  3.8266  2.3640  7.4343

Results of the Mulliken charge analysis, in e, for atoms 1 through 2: 1.965 -1.764



The following is a quantum chemistry calculation of a structure of composition C41H49Br2I2N2O2PS3Si3Sm, from the OMol25 dataset.

Calculated values
Maximum force, eV Å⁻¹: 3.909
Kohn-Sham gap (spin up / spin down), Ha: 0.15553 / 0.17054
Net charge: -1
HOMO (spin up / spin down), eV: -3.13 / -3.53
Multiplicity: 6

Positions of all 106 atoms, in Å:
Sm  0.8750  1.7247  0.9867
I  -1.7452  1.4095  -5.2699
C  0.2720  2.0697  -5.3937
I  1.6812  1.7196  -3.6992
H  0.3218  3.1481  -5.5502
H  0.6657  1.5078  -6.2504
C  3.4032  2.4270  3.2774
O  2.0394  1.8624  3.0794
Si  1.6460  0.3892  3.9262
C  1.0512  1.0195  5.5901
C  3.2977  -0.4643  4.0472
C  0.3221  -0.3423  2.7640
Si  -1.5002  -0.2182  3.1591
C  -2.7415  -1.0349  1.9022
C  -2.3354  1.4577  3.4771
C  -1.8204  -1.1288  4.8285
Si  0.6842  -2.2594  2.7033
C  2.1300  -2.7795  1.5352
C  1.1840  -3.0080  4.3937
C  -0.7158  -3.4119  2.1221
H  4.2343  1.8137  2.9187
H  3.5393  2.7478  4.3055
H  3.4178  3.3357  2.6101
H  1.8865  1.4917  6.1406
H  0.6079  0.2036  6.1934
H  0.2976  1.8037  5.4950
H  3.8662  -0.2260  4.9986
H  3.9275  -0.2090  3.1950
H  3.2922  -1.5512  4.0880
H  -3.5446  -0.2896  1.6832
H  -3.2336  -1.9643  2.3142
H  -2.2260  -1.3707  1.0073
H  -2.4395  2.0782  2.5316
H  -1.7236  2.0475  4.1587
H  -3.3551  1.4088  3.8222
H  -1.5263  -2.1931  4.7923
H  -2.9112  -0.9865  5.0735
H  -1.2162  -0.6506  5.5998
H  2.9705  -2.0740  1.5913
H  1.8730  -2.8410  0.4638
H  2.5590  -3.7651  1.8021
H  1.2569  -2.3303  5.2519
H  2.1460  -3.6040  4.2756
H  0.3503  -3.7356  4.6050
H  -0.9852  -3.1034  1.1007
H  -1.6286  -3.3602  2.7490
H  -0.2529  -4.3798  2.2253
S  5.2655  1.7312  0.3254
C  3.6587  1.6373  -0.0510
S  2.7915  3.0708  -0.5490
S  2.8321  0.1225  0.1221
Br  -3.6918  5.3789  -4.0300
C  -2.1420  5.0757  -3.0470
C  -0.8526  5.1894  -3.6216
C  0.2449  5.1625  -2.7625
N  0.1288  4.9348  -1.4364
C  -1.0758  4.7527  -0.9305
C  -2.2571  4.8593  -1.6910
C  -1.1327  4.7252  0.5264
C  -2.0384  5.6251  1.1692
C  -1.8833  5.8192  2.5344
Br  -3.0580  7.0520  3.3791
C  -1.0232  5.0213  3.2828
C  -0.2299  4.1725  2.5926
N  -0.2963  3.9769  1.2666
H  -0.6899  5.3462  -4.6720
H  1.2598  5.1964  -3.1495
H  -3.2191  4.6800  -1.2134
H  -2.7691  6.1699  0.5622
H  -0.8507  5.0853  4.3350
H  0.5390  3.5767  3.1190
O  -0.9764  0.6879  0.1501
C  -0.8381  0.2676  -0.9943
C  -1.7415  -0.2317  -1.9864
C  -3.0061  0.3373  -2.2353
C  -3.9166  -0.4545  -2.9911
C  -3.5288  -1.6529  -3.5690
C  -2.2604  -2.1859  -3.3421
C  -1.2862  -1.3943  -2.7157
P  0.3742  -2.0411  -2.4190
C  0.1790  -3.8969  -2.2020
C  1.2008  -4.8541  -2.4470
C  0.9607  -6.2348  -2.2726
C  -0.1946  -6.7424  -1.6312
C  -1.1753  -5.7760  -1.3685
C  -0.9667  -4.3961  -1.5720
C  1.2072  -1.8637  -4.0105
C  0.5724  -1.5722  -5.2312
C  1.2588  -1.6095  -6.4207
C  2.6334  -1.7528  -6.4118
C  3.3028  -1.8414  -5.1713
C  2.6146  -1.9133  -3.9668
H  -3.3064  1.3010  -1.8377
H  -4.9506  -0.1057  -3.1197
H  -4.3275  -2.1377  -4.1054
H  -2.0322  -3.1480  -3.7463
H  2.2011  -4.5787  -2.8344
H  1.7088  -6.9166  -2.6449
H  -0.3227  -7.8081  -1.4919
H  -2.1248  -6.0248  -0.8795
H  -1.6337  -3.6479  -1.1536
H  -0.4758  -1.3319  -5.1907
H  0.7439  -1.5203  -7.3744
H  3.1714  -1.7841  -7.3536
H  4.3605  -2.0112  -5.1222
H  3.1669  -1.9109  -3.0194

Results of the Mulliken charge analysis, in e, for atoms 1 through 2: -0.015 -0.003



The following is a quantum chemistry calculation of a cluster of 4 separate species, C41H50BBrNO3 in total, from the OMol25 dataset.

Calculated values
Maximum force, eV Å⁻¹: 3.083
Kohn-Sham gap, Ha: 0.27397
Net charge: -1
HOMO, eV: -5.25

Positions of all 97 atoms, in Å:
C  -2.4457  5.0239  -1.8626
C  -1.1026  4.9123  -2.6171
C  0.1110  4.7158  -1.7105
C  0.2483  3.3338  -1.0431
C  -0.7082  2.2394  -1.5016
C  -0.4399  1.6195  -2.8581
C  -1.4917  0.9841  -3.5310
C  -1.3176  0.3586  -4.7591
C  -0.0623  0.3451  -5.3645
C  0.1174  -0.3539  -6.6918
C  0.9827  0.9890  -4.7118
C  0.8061  1.6121  -3.4748
C  -0.0577  3.4988  0.5206
O  0.9784  2.8421  1.1828
B  2.1231  2.7347  0.2917
Br  3.4196  4.3473  0.8843
C  3.0087  1.4048  0.4588
C  2.1072  0.1726  0.5565
C  2.8639  -1.1348  0.8032
N  2.0852  -2.1607  1.5157
C  0.9454  -2.6180  0.7421
C  0.2466  -3.8146  1.3337
C  0.0528  -4.9619  0.5613
C  -0.6258  -6.0662  1.0708
C  -1.1242  -6.0417  2.3674
C  -0.9312  -4.9104  3.1570
C  -0.2546  -3.8118  2.6376
O  -0.1034  -2.6853  3.4272
O  1.5886  2.9629  -1.0280
H  -2.8012  6.0458  -1.8033
H  -3.1953  4.4277  -2.3826
H  -2.3642  4.5826  -0.8733
H  -0.9586  5.8657  -3.1293
H  -1.1472  4.1730  -3.4114
H  1.0036  4.8404  -2.3230
H  0.1309  5.5263  -0.9882
H  -0.6261  1.4383  -0.7649
H  -1.7406  2.5713  -1.4834
H  -2.4678  0.9760  -3.0601
H  -2.1740  -0.1143  -5.2193
H  -0.3115  0.2358  -7.4975
H  -0.4224  -1.2962  -6.6419
H  1.1719  -0.5531  -6.8529
H  1.9639  0.9834  -5.1656
H  1.6456  2.0873  -2.9928
H  -0.9693  2.9547  0.8055
H  -0.2191  4.5305  0.8482
H  3.6535  1.3053  -0.4167
H  3.6109  1.4614  1.3634
H  1.5331  0.0840  -0.3685
H  1.3962  0.3051  1.3750
H  3.1413  -1.5822  -0.1539
H  3.7944  -0.9652  1.3409
H  1.7644  -1.7291  2.3714
H  1.3063  -2.8729  -0.2519
H  0.1889  -1.8351  0.5945
H  0.4353  -4.9926  -0.4470
H  -0.7533  -6.9475  0.4595
H  -1.6599  -6.8831  2.7781
H  -1.2856  -4.8470  4.1751
H  0.6617  -2.7819  4.0003
C  3.1272  4.0105  6.7692
C  2.4478  3.9533  5.5584
C  3.1191  4.1897  4.3647
C  4.4761  4.4768  4.3859
C  5.1580  4.5320  5.5952
C  4.4844  4.3019  6.7881
H  2.5996  3.8277  7.6981
H  1.3895  3.7230  5.5423
H  2.5923  4.1499  3.4185
H  4.9949  4.6539  3.4529
H  6.2183  4.7544  5.6081
H  5.0165  4.3487  7.7309
C  -0.4978  -2.6741  8.6385
C  -0.3536  -1.6408  7.7217
C  -1.1920  -1.5697  6.6180
C  -2.1782  -2.5289  6.4328
C  -2.3241  -3.5600  7.3501
C  -1.4820  -3.6346  8.4521
H  0.1582  -2.7308  9.4979
H  0.4137  -0.8910  7.8663
H  -1.0747  -0.7701  5.8983
H  -2.8300  -2.4720  5.5707
H  -3.0941  -4.3077  7.2058
H  -1.5928  -4.4420  9.1651
C  -3.5765  -2.9036  -9.6975
C  -4.0510  -4.2064  -9.6303
C  -4.2137  -4.8230  -8.3974
C  -3.9081  -4.1347  -7.2313
C  -3.4366  -2.8311  -7.2984
C  -3.2680  -2.2168  -8.5315
H  -3.4464  -2.4234  -10.6589
H  -4.2933  -4.7418  -10.5395
H  -4.5784  -5.8409  -8.3451
H  -4.0371  -4.6143  -6.2696
H  -3.1988  -2.2943  -6.3888
H  -2.8948  -1.2019  -8.5827

Results of the Mulliken charge analysis, in e, for atoms 1 through 2: -1.272 -0.449



The following is a quantum chemistry calculation of a cluster of 6 separate species, C41H50F2N6O2PSi in total, from the OMol25 dataset.

Calculated values
Maximum force, eV Å⁻¹: 10.064
Kohn-Sham gap, Ha: 0.26891
Net charge: +1
HOMO, eV: -10.31

Positions of all 103 atoms, in Å:
C  3.2494  -2.9417  -0.3739
C  3.2749  -2.0875  -1.5178
C  3.7775  -1.0082  -2.6558
C  3.0220  0.4455  -2.6052
C  2.6508  0.9868  -1.1030
N  1.1152  1.1066  -1.0051
P  0.7159  2.7477  -1.5722
O  -0.4922  2.5436  -2.8095
O  0.2068  3.8097  -0.2906
C  0.6708  0.7808  0.4020
F  1.0044  -0.6377  0.8020
F  1.4299  1.6382  1.3726
C  -0.9304  0.9643  0.6938
C  -1.9156  0.6661  -0.5799
Si  -3.4985  -0.3679  -0.1505
C  -2.9645  -2.2448  -0.3758
C  -4.2427  -0.0075  1.5881
C  -4.7531  -0.0241  -1.6224
C  -4.9735  1.5985  -1.9605
C  -5.9514  2.0908  -3.1935
C  -6.6824  0.8887  -4.0742
C  -6.4929  -0.7243  -3.7223
C  -5.5084  -1.1964  -2.4844
H  3.3332  -3.6682  0.5695
H  4.9373  -0.8425  -2.6782
H  3.5003  -1.4930  -3.7096
H  2.0983  0.3845  -3.3457
H  3.7626  1.2353  -3.1057
H  3.1200  0.3770  -0.2214
H  3.0864  2.0942  -1.0319
H  0.7547  0.3255  -1.6308
H  -0.2381  1.7367  -3.3832
H  -0.7583  4.0476  -0.5201
H  -1.1928  0.2164  1.5866
H  -1.1288  2.0498  1.1435
H  -2.3194  1.7275  -0.9477
H  -1.4114  0.1359  -1.4927
H  -3.6566  -2.9732  0.2306
H  -2.9860  -2.4307  -1.5464
H  -1.8492  -2.3281  -0.0300
H  -3.8314  0.9922  2.0587
H  -5.4359  -0.0324  1.5590
H  -3.9471  -0.9240  2.2942
H  -4.4188  2.4513  -1.3379
H  -6.0603  3.2341  -3.4217
H  -7.3742  1.1835  -4.9832
H  -7.0074  -1.5854  -4.3535
H  -5.2920  -2.3204  -2.1879
N  -9.1121  -2.3895  -5.3331
C  -9.4614  -2.9384  -4.1490
C  -10.7028  -3.4999  -3.8962
C  -11.6471  -3.4961  -4.9174
C  -11.3177  -2.9364  -6.1476
C  -10.0491  -2.4021  -6.3058
H  -8.6917  -2.9142  -3.3831
H  -10.9280  -3.9292  -2.9266
H  -12.6314  -3.9259  -4.7561
H  -12.0314  -2.9174  -6.9634
H  -9.7430  -1.9571  -7.2485
N  2.0881  0.8944  6.5606
C  1.7256  2.1793  6.7682
C  1.2719  3.0233  5.7673
C  1.1875  2.5227  4.4723
C  1.5556  1.2039  4.2266
C  1.9938  0.4362  5.2935
H  1.8123  2.5241  7.7945
H  0.9916  4.0462  5.9918
H  0.8376  3.1549  3.6614
H  1.5018  0.7841  3.2285
H  2.2889  -0.6000  5.1534
N  6.4833  -1.1824  -4.7951
C  6.7017  -2.1153  -5.7478
C  7.8743  -2.2089  -6.4801
C  8.8851  -1.2883  -6.2246
C  8.6892  -0.3145  -5.2507
C  7.4835  -0.3035  -4.5681
H  5.8820  -2.8086  -5.9125
H  7.9963  -2.9805  -7.2317
H  9.8179  -1.3295  -6.7795
H  9.4572  0.4176  -5.0283
H  7.2841  0.4346  -3.7963
N  1.4494  6.2645  7.6751
C  0.7742  7.4001  7.9578
C  1.3473  8.6617  7.9418
C  2.6964  8.7677  7.6203
C  3.4190  7.6160  7.3263
C  2.7571  6.3993  7.3649
H  -0.2745  7.2649  8.2057
H  0.7563  9.5401  8.1747
H  3.1806  9.7396  7.5989
H  4.4719  7.6649  7.0726
H  3.2768  5.4722  7.1397
N  4.0438  -5.5653  1.6957
C  4.4615  -4.9653  2.8319
C  4.9220  -5.6539  3.9426
C  4.9536  -7.0434  3.8892
C  4.5280  -7.6904  2.7336
C  4.0877  -6.9152  1.6729
H  4.4147  -3.8802  2.8258
H  5.2478  -5.1199  4.8281
H  5.3070  -7.6174  4.7408
H  4.5398  -8.7719  2.6606
H  3.7488  -7.3732  0.7479

Results of the Mulliken charge analysis, in e, for atoms 1 through 2: -0.012 -0.455